Record 1
Molecular formula: C3H7O
Method: DFT, the ωB97M-V functional and the def2-TZVPD basis

Last columns: bonded neighbours and bond lengths (Å).
Cartesian coordinates (Å):
1 O -0.2391 0.2396 0.6268  C8 1.360, C10 1.447
2 H 1.2594 0.0533 2.1360  C10 1.055
3 H -0.9828 -1.7036 1.0202  C8 1.080
4 H 0.4669 1.8898 -1.3312  C5 1.151
5 C -0.0363 1.1879 -2.0924  H4 1.151, H7 1.051, H9 1.013
6 H -1.5414 -0.3707 2.0977  C8 1.058
7 H 0.6851 0.7535 -2.7206  C5 1.051
8 C -0.8118 -0.7118 1.4118  O1 1.360, H3 1.080, H6 1.058, C10 1.472
9 H -1.0165 1.3239 -2.3074  C5 1.013
10 C 0.6446 -0.5120 1.4915  O1 1.447, H2 1.055, C8 1.472, H11 1.074
11 H 1.0447 -1.4319 1.1089  C10 1.074

Results
* strongest force on any atom: 5.6 eV/Å
* frontier orbital gap (spin up / spin down): 6.4 / 5.7 eV
* total charge: +1
* LUMO (spin up / spin down): -8.564 / -8.960 eV
* ΔE to the lowest compared entry with this formula, charge and spin: 4.831 eV
* HOMO (spin up / spin down): -15.0 / -14.6 eV

The natural (NBO) scheme yields these atomic charges, measured in e: -0.46 0.22 0.19 0.23 0.19 0.21 0.20 -0.07 0.19 -0.10 0.20

Record 2
Molecular formula: C3H7O2
Method: DFT, the ωB97M-V functional and the def2-TZVPD basis

Last columns: bonded neighbours and bond lengths (Å).
Cartesian coordinates (Å):
1 H 0.3240 2.1689 -1.1051  C8 1.090
2 H -1.3278 1.4448 -0.6249  C8 1.051
3 H 0.3736 -2.1062 -0.6939  C6 1.113
4 H 0.4114 -2.0702 1.1894  C6 1.199
5 C 0.5540 0.4178 0.1110  C8 1.662, O9 1.294, H11 1.054, O12 1.439
6 C -0.2250 -1.8267 0.2024  H3 1.113, H4 1.199, H7 1.094, O12 1.376
7 H -1.1510 -2.4060 0.2635  C6 1.094
8 C -0.3481 1.7281 -0.3688  H1 1.090, H2 1.051, C5 1.662, H10 1.116
9 O 1.5558 0.1211 -0.6526  C5 1.294
10 H -0.3950 2.4693 0.4640  C8 1.116
11 H 0.7852 0.5552 1.1304  C5 1.054
12 O -0.5571 -0.4962 0.0845  C5 1.439, C6 1.376

Results
* strongest force on any atom: 3.7 eV/Å
* frontier orbital gap: 7.0 eV
* total charge: -1
* LUMO: 4.487 eV
* ΔE to the lowest compared entry with this formula, charge and spin: 2.464 eV
* HOMO: -2.5 eV

The natural (NBO) scheme yields these atomic charges, measured in e: 0.20 0.19 0.18 0.12 0.42 -0.23 0.15 -0.70 -0.91 0.15 0.04 -0.62